1.
A molecular structure, C25H24AgN4O2S2. Source: OMol25; level of theory: ωB97M-V/def2-TZVPD.

Values from the calculation:
frontier orbital gap: 5.47 eV
2S+1: 1
total charge: -1
relative energy (zero: lowest compared OMol25 entry of this formula, charge and spin): 9.1 kcal per mole

Cartesian coordinates (Å):
Ag1 1.87835 -0.63321 1.47980
C1 -0.95145 -3.60429 3.35503
C2 0.32252 -2.92222 2.93251
N1 0.40227 -2.32174 1.78693
O1 -0.81157 -2.36385 1.05219
C3 1.45939 -2.96072 3.83459
C4 1.52619 -3.95039 4.96706
N2 2.41272 -2.07036 3.63238
O2 3.42119 -2.08414 4.40571
H1 -1.80203 -3.08124 2.92555
H2 -1.02586 -3.61672 4.44068
H3 -0.98438 -4.63640 2.99442
H4 -0.81010 -1.47883 0.64906
H5 1.08190 -4.91299 4.69632
H6 1.02489 -3.58650 5.87305
H7 2.57748 -4.09359 5.21399
S1 5.53467 2.30699 0.90414
C5 5.67431 1.30065 2.28278
C6 4.61562 0.45781 2.40869
C7 3.61927 0.59039 1.37801
C8 3.99065 1.56175 0.48129
C9 3.31360 2.03253 -0.73973
C10 3.75195 3.19736 -1.40533
C11 3.11476 3.63389 -2.54633
C12 2.04238 2.90401 -3.04448
C13 1.68665 1.76245 -2.34681
N3 2.27783 1.33085 -1.23701
H8 6.54578 1.38944 2.91950
H9 4.51829 -0.24964 3.22862
H10 4.59301 3.74839 -1.00582
H11 3.45046 4.53362 -3.04928
H12 1.50988 3.20015 -3.94024
H13 0.86809 1.14663 -2.72197
N4 -0.70645 0.36424 0.07579
S2 -2.24357 0.58136 -0.12967
C14 -2.49870 1.92161 -1.30622
C15 -1.48516 2.86040 -1.40025
C16 -1.65131 3.96392 -2.22843
C17 -2.83383 4.13467 -2.93267
C18 -3.85263 3.19608 -2.81812
C19 -3.68956 2.08456 -2.00369
C20 -2.97165 -0.75974 -1.10167
C21 -3.79782 -1.64687 -0.43324
C22 -4.23166 -2.79819 -1.07824
C23 -3.82997 -3.05347 -2.38016
C24 -2.99305 -2.16139 -3.04273
C25 -2.55476 -1.01516 -2.40087
H14 -0.18360 0.32294 -0.80270
H15 -0.56992 2.71438 -0.83514
H16 -0.85424 4.69226 -2.31961
H17 -2.96430 4.99913 -3.57251
H18 -4.77774 3.32976 -3.36545
H19 -4.47371 1.34184 -1.92546
H20 -4.08421 -1.44548 0.59243
H21 -4.86392 -3.50660 -0.55885
H22 -4.15577 -3.95841 -2.87674
H23 -2.67503 -2.36686 -4.05763
H24 -1.88614 -0.32506 -2.90350

These are the Mulliken partial charges, in e, on atoms 1 to 4: -0.51 -1.20 0.66 -0.50

2.
C2H6N2OS in the gas phase in a non-equilibrium geometry. Source: OMol25; level of theory: ωB97M-V/def2-TZVPD.

Values from the calculation:
frontier orbital gap: 9.19 eV
2S+1: 1
relative energy (zero: lowest compared OMol25 entry of this formula, charge and spin): 42.6 kcal per mole
SMILES: CN(O)C(N)=S

Cartesian coordinates (Å):
C1 1.47868 -0.07386 -0.09673
N1 0.14310 -0.59003 -0.00295
O1 0.12427 -1.97989 0.08473
C2 -1.00794 0.07817 -0.00535
N2 -0.89752 1.45509 -0.01949
S1 -2.49670 -0.70329 -0.05059
H1 1.93683 0.06231 0.86267
H2 2.06144 -0.78170 -0.68368
H3 1.47477 0.89737 -0.64589
H4 -0.87894 -2.16430 -0.03433
H5 -1.77080 1.92089 0.04851
H6 -0.16719 1.87924 0.54310

These are the Mulliken partial charges, in e, on atoms 1 to 4: -1.07 0.19 -0.43 0.51

3.
A molecular structure, C20H51N3O7Si2 in a non-equilibrium geometry. Source: OMol25; level of theory: ωB97M-V/def2-TZVPD.

Values from the calculation:
frontier orbital gap: 8.77 eV
2S+1: 1

Cartesian coordinates (Å):
C1 -3.12256 5.14512 2.07314
O1 -2.75621 4.52777 0.77885
C2 -3.78637 3.54158 0.35844
C3 -3.12663 2.25530 -0.48290
C4 -3.41048 2.56905 -2.06703
Si1 -2.57684 1.35413 -3.30582
O2 -1.59583 0.09403 -2.57304
Si2 -1.37673 -1.08940 -3.90183
C5 -0.32970 -2.62425 -3.39772
C6 1.28118 -2.34011 -3.22634
O3 2.10469 -3.30804 -3.71708
N1 1.87042 -1.13237 -2.53216
C7 2.96283 -0.46196 -3.33466
C8 2.41722 -1.69667 -1.20406
H1 -2.50907 4.60845 2.91525
H2 -4.26813 5.09737 2.32168
H3 -2.73679 6.27154 2.04121
H4 -4.49117 3.19344 1.22909
H5 -4.48816 4.12422 -0.41014
H6 -1.99654 2.23570 -0.17753
H7 -3.70605 1.30146 -0.06699
H8 -3.10214 3.69283 -2.26623
H9 -4.57904 2.49811 -2.22884
H10 -3.67716 0.67820 -4.04044
H11 -1.83983 2.10822 -4.35103
H12 -2.75409 -1.55966 -4.20099
H13 -0.90964 -0.44968 -5.13275
H14 -0.43911 -3.41390 -4.28535
H15 -0.74547 -3.19628 -2.43802
H16 2.52651 0.53110 -3.82071
H17 3.39887 -1.09799 -4.21457
H18 3.88949 -0.10909 -2.68181
H19 2.13625 -2.85182 -1.09845
H20 1.96002 -1.05967 -0.32342
H21 3.59314 -1.65858 -1.17679
C9 1.99643 -6.26264 -5.34027
O4 2.17412 -7.59931 -4.89045
C10 2.44512 -8.51469 -5.95941
C11 3.87529 -9.06339 -5.83808
N2 4.86648 -8.02432 -6.13770
C12 6.24050 -8.41432 -5.80522
C13 6.56838 -8.63787 -4.31553
O5 6.50084 -7.44951 -3.52507
C14 5.20704 -7.15046 -3.02029
H22 1.68676 -5.65461 -4.48513
H23 2.93013 -5.85725 -5.73062
H24 1.21261 -6.20963 -6.10413
H25 2.26888 -8.06616 -6.94580
H26 1.74216 -9.34688 -5.84606
H27 4.00269 -9.89649 -6.53791
H28 4.00188 -9.44398 -4.81994
H29 4.63620 -7.18509 -5.61006
H30 6.88991 -7.61140 -6.17497
H31 6.50419 -9.31541 -6.37287
H32 7.61072 -8.96980 -4.26193
H33 5.97468 -9.44307 -3.86784
H34 4.61343 -8.04938 -2.82751
H35 4.68175 -6.48596 -3.70856
H36 5.32779 -6.60983 -2.07691
C15 -1.36630 5.61362 9.74536
O6 -2.63663 6.24640 9.66491
C16 -2.54138 7.66914 9.52083
C17 -3.06051 8.09831 8.13970
N3 -2.14342 7.67457 7.07607
C18 -2.69696 7.83794 5.72793
C19 -3.91493 6.96888 5.35647
O7 -3.62675 5.57115 5.28645
C20 -3.72989 4.88552 6.52638
H37 -1.52772 4.55387 9.96384
H38 -0.83293 5.69226 8.79782
H39 -0.76630 6.04586 10.55397
H40 -1.52307 8.03808 9.70006
H41 -3.18953 8.10655 10.28771
H42 -3.16242 9.18874 8.11542
H43 -4.05145 7.65477 8.00262
H44 -1.91269 6.69241 7.20966
H45 -1.88733 7.59776 5.02798
H46 -2.94444 8.89480 5.56818
H47 -4.22054 7.25878 4.34549
H48 -4.78280 7.16053 5.99780
H49 -4.48471 5.32338 7.18678
H50 -2.75751 4.86009 7.02139
H51 -4.01466 3.84990 6.31849

These are the Mulliken partial charges, in e, on atoms 1 to 4: -0.52 -0.36 -0.44 -0.30

4.
A gas-phase ion, C3H7IN3 (charge +1) in a non-equilibrium geometry. Source: OMol25; level of theory: ωB97M-V/def2-TZVPD.

Values from the calculation:
frontier orbital gap: 8.60 eV
2S+1: 1
total charge: +1
relative energy (zero: lowest compared OMol25 entry of this formula, charge and spin): 38.4 kcal per mole

Cartesian coordinates (Å):
C1 -0.34640 -0.61046 -0.06348
C2 1.14343 1.30180 -0.01954
C3 2.12957 0.41626 -0.72364
N1 -0.14318 0.70192 0.11706
N2 0.69836 -1.34568 -0.42246
N3 -1.45409 -1.12998 0.44802
I1 3.88120 -0.15468 0.11434
H1 1.56814 1.55796 1.03301
H2 1.18329 2.32057 -0.56732
H3 2.36737 0.39998 -1.82133
H4 -0.80490 1.23991 0.61390
H5 0.79928 -2.21002 -0.85723
H6 -2.14308 -0.43766 0.73358
H7 -1.65496 -2.17784 0.26564

These are the Mulliken partial charges, in e, on atoms 1 to 4: 0.58 -0.48 -0.37 -0.19

5.
A gas-phase ion, C5H5O3 (charge -1) in a non-equilibrium geometry. Source: OMol25; level of theory: ωB97M-V/def2-TZVPD.

Values from the calculation:
frontier orbital gap (alpha / beta): 3.97 / 6.72 eV
2S+1: 3
total charge: -1
relative energy (zero: lowest compared OMol25 entry of this formula, charge and spin): 0.0 kcal per mole

Cartesian coordinates (Å):
C1 -0.54975 1.57869 -0.75584
C2 0.69745 1.55012 -0.11948
C3 -1.35995 0.45380 -0.90168
C4 1.32488 -0.04135 0.25558
C5 -0.83887 -0.91683 -0.16726
O1 1.49581 2.45552 0.02179
O2 -2.42962 0.38237 -1.48801
O3 0.55661 -1.02548 -0.41692
H1 -0.88328 2.50128 -1.21280
H2 2.32029 -0.19772 -0.02520
H3 1.55623 -0.32696 1.35666
H4 -1.00469 -0.70411 0.85683
H5 -1.40366 -1.73935 -0.54507

These are the Mulliken partial charges, in e, on atoms 1 to 4: -0.44 0.20 0.39 -0.46